# 1
25
Properties=species:S:1:pos:R:3:forces:R:3 method="wB97M-V/def2-TZVPD" s_squared=0.75 lumo_ev="0.51 / -0.75" relative_energy_kcal_mol=0.00 largest_force_ev_per_a=2.9 multiplicity=2
C -1.293 0.076 0.291 -0.90 0.55 2.68
H -7.616 3.088 -3.532 0.61 -0.03 -0.10
C -0.217 -0.417 1.291 0.30 0.10 -1.30
Cl -1.979 2.770 -3.551 0.10 0.19 0.04
C -2.569 2.803 -1.889 0.07 -0.93 0.81
H -7.069 4.355 -4.574 0.42 -0.33 0.25
O -4.659 3.346 -2.793 -0.98 1.42 0.99
F -1.747 -0.712 -2.075 0.31 0.17 1.12
C -5.863 4.091 -2.825 -0.55 0.43 0.00
C -1.509 0.357 -1.260 -0.46 -0.10 -0.50
F -1.406 1.411 0.741 -0.06 -1.15 -0.29
F -3.594 1.379 -0.256 0.45 -0.52 -0.99
F -1.676 3.335 -1.009 -0.09 -0.22 -0.55
F -3.742 0.781 -2.352 0.92 -0.33 0.66
F -0.186 -1.683 1.689 -0.13 0.40 -0.54
F -2.360 -0.681 0.753 0.19 0.66 -1.06
O -6.135 4.994 -2.074 0.59 -1.55 -1.33
C -3.778 3.773 -1.848 1.15 0.05 1.00
C -2.894 1.285 -1.423 0.21 1.72 -0.03
F -4.267 3.840 -0.576 0.11 -0.23 -1.11
F -3.249 5.005 -2.102 -0.71 -0.45 -0.21
Cl 0.001 1.123 -1.829 -0.34 -0.46 0.36
H -6.150 2.778 -4.592 -0.42 0.69 0.76
Cl 1.012 0.572 1.881 -0.05 -0.23 -0.25
C -6.688 3.521 -3.954 -0.75 0.14 -0.43


# 2
19
Properties=species:S:1:pos:R:3:forces:R:3 method="wB97M-V/def2-TZVPD" s_squared=0.75 lumo_ev="3.72 / 3.70" relative_energy_kcal_mol=19.44 largest_force_ev_per_a=1.8 multiplicity=2 total_charge=-1
O 2.013 0.869 2.391 0.85 -0.38 0.43
H -1.983 -0.216 -2.009 0.60 -0.23 0.63
H 1.282 -1.004 0.096 0.80 -0.49 1.06
H 0.308 1.081 -1.317 -0.01 -0.47 -0.29
H 1.406 1.969 0.712 0.10 -0.41 0.13
C 0.329 -0.543 -0.104 0.75 -0.74 0.92
H 0.527 2.119 2.202 -0.23 0.02 -0.02
H -0.340 -0.266 1.912 0.21 0.20 -0.16
H 2.533 0.189 1.951 -0.26 0.00 -0.28
O -1.685 0.722 -2.045 -1.34 0.74 -0.65
C -0.022 0.381 1.081 -0.62 0.27 -0.67
H 0.337 -0.256 -2.216 -0.53 -0.56 0.26
H -0.927 0.954 0.778 0.35 -0.27 0.08
C 1.002 1.376 1.556 -0.25 1.04 -0.18
N 0.685 0.136 -1.360 0.46 1.36 0.76
C -0.689 -1.669 -0.095 0.07 0.42 -0.67
O -1.386 -1.822 -1.164 -1.24 -0.65 -1.14
H -0.869 -2.276 0.818 0.26 0.39 -0.21
H -2.473 1.256 -2.211 0.03 -0.22 0.00


# 3
11
Properties=species:S:1:pos:R:3:forces:R:3 method="wB97M-V/def2-TZVPD" lumo_ev=1.34 relative_energy_kcal_mol=39.11 largest_force_ev_per_a=4.3 smiles="C=C.C"
H 1.130 -3.935 0.112 -0.06 0.74 -0.01
C -0.775 7.791 1.259 1.33 -3.41 2.30
H -0.098 -6.030 -1.704 0.35 0.92 1.24
C 0.309 -5.485 -0.788 -0.10 -1.58 -2.13
H 0.648 -6.218 -0.009 -0.67 1.26 -0.37
H -0.455 8.060 2.271 -0.24 0.29 -0.26
H 0.104 7.714 0.644 0.06 -0.11 -0.46
H -1.520 8.352 0.894 -2.20 2.81 -1.38
H 0.665 -3.467 -1.574 -0.75 0.36 -0.94
C 0.607 -4.188 -0.806 1.23 -1.70 2.21
H -1.321 6.814 1.376 1.05 0.43 -0.20


# 4
20
Properties=species:S:1:pos:R:3:forces:R:3 method="wB97M-V/def2-TZVPD" s_squared=0.76 lumo_ev="-3.72 / -8.05" relative_energy_kcal_mol=54.25 largest_force_ev_per_a=6.9 multiplicity=2 total_charge=+1
C -2.257 -1.617 -0.773 -3.44 1.76 -3.53
H 0.888 3.445 3.779 -0.02 1.01 -0.07
H -3.243 -1.347 -0.294 0.84 -0.40 -0.87
H 0.019 -2.535 -1.488 -0.13 0.35 0.98
H -2.325 -2.598 -1.309 0.03 0.75 0.75
N 1.049 0.450 -0.071 -1.87 -0.40 -2.38
H 1.082 1.418 -0.460 0.51 -1.05 0.12
H -2.010 -0.821 -1.557 -1.02 -1.02 0.30
H 0.884 -2.381 0.179 -1.36 0.71 -1.45
H 1.814 4.579 3.369 0.82 0.29 -0.11
C -1.215 -1.475 0.162 1.96 -2.47 3.74
H 0.474 0.506 0.777 0.76 -0.63 0.05
O 0.904 4.402 3.559 -0.78 -1.31 0.19
H -1.582 -2.111 1.087 1.76 1.06 -1.42
C 0.694 -0.557 -1.001 -0.01 -0.80 6.01
H -1.046 -0.443 0.502 -0.69 -0.49 0.11
H 0.318 -1.053 -3.041 0.56 0.64 0.88
C 0.782 -0.377 -2.284 1.45 2.62 -6.23
H 1.347 0.528 -2.666 -0.80 -1.15 0.16
C 0.131 -1.901 -0.581 1.44 0.53 2.77


# 5
16
Properties=species:S:1:pos:R:3:forces:R:3 method="wB97M-V/def2-TZVPD" lumo_ev=0.77 relative_energy_kcal_mol=95.77 largest_force_ev_per_a=4.8
N 1.392 1.069 -0.179 -0.66 -1.95 -0.72
H 0.900 1.755 -0.746 0.11 -0.49 -0.17
H -1.998 -1.729 0.166 0.07 0.04 -0.05
N 1.593 -1.390 0.109 0.29 0.17 0.00
H 2.157 -1.406 0.947 -0.09 0.04 0.19
C -1.557 0.626 -0.648 0.03 -0.03 0.04
O -1.109 -1.764 -0.209 0.15 0.34 -0.02
H -1.386 1.513 -0.030 0.10 -0.05 0.03
H 1.131 -2.272 -0.063 -0.01 0.09 0.15
C 0.636 0.717 1.583 -0.98 1.15 4.51
H -2.585 0.308 -0.445 0.09 -0.03 -0.08
H 2.359 0.916 -0.433 -0.05 0.08 -0.20
H -1.504 0.923 -1.698 -0.04 -0.01 -0.01
C -0.602 -0.473 -0.322 0.90 -0.14 0.31
O -0.143 1.526 1.934 0.92 -0.97 -1.02
C 0.716 -0.319 0.033 -0.82 1.77 -2.94


# 6
7
Properties=species:S:1:pos:R:3:forces:R:3 method="wB97M-V/def2-TZVPD" lumo_ev="-1.83 / -1.83" relative_energy_kcal_mol=84.55 largest_force_ev_per_a=4.2
H 1.083 -0.776 0.441 -3.37 -0.31 -0.17
H -0.783 1.035 -0.852 0.75 3.97 0.98
N -0.937 0.158 -1.162 -1.00 -3.54 -0.56
C -1.779 -0.443 1.298 -0.29 0.79 1.38
N -2.443 -0.034 2.147 0.25 -0.27 -0.32
S -0.819 -0.853 -0.062 3.52 0.47 -1.41
O -1.196 -2.177 -0.387 0.13 -1.10 0.10